1.
The following is a DFT calculation (the ωB97M-V functional and the def2-TZVPD basis) of a molecular structure, C32H46BClF4OP4W at a distorted geometry.

Each line ends with the Löwdin charge.
Cartesian coordinates (Å):
H1 3.084 3.331 1.302  0.078
H2 3.195 0.109 2.553  0.045
C1 -1.325 4.602 1.180  -0.062
H3 3.567 3.903 -2.613  0.078
H4 1.998 2.964 -2.887  0.058
H5 -0.167 2.962 3.900  0.118
W1 0.907 -1.806 0.045  0.944
C2 -3.742 1.355 -3.645  -0.051
H6 1.357 -1.805 4.461  0.061
C3 0.129 -2.290 -3.332  -0.246
H7 2.266 -4.794 -1.422  0.041
H8 0.375 1.913 0.307  0.117
H9 -5.732 -2.870 1.764  0.122
H10 -6.190 0.588 4.304  0.125
H11 3.500 -1.117 3.819  0.071
C4 -4.774 0.782 2.719  -0.097
H12 4.818 0.712 -1.228  0.078
H13 4.766 1.273 0.492  0.073
C5 3.414 -0.945 2.734  -0.228
H14 3.633 2.196 -3.178  0.077
F1 5.426 -4.279 -1.791  0.103
H15 1.640 -4.307 2.447  0.042
H16 -1.294 5.575 0.707  0.120
P1 3.117 2.328 -0.870  0.892
H17 2.917 -3.641 3.532  0.075
C6 -4.504 -1.185 1.259  -0.040
H18 0.039 -1.209 -3.476  0.050
H19 3.814 -2.448 -2.497  0.051
H20 -2.647 3.777 -0.326  0.115
C7 -2.074 3.600 0.589  -0.091
H21 -1.583 1.159 2.956  0.114
C8 2.923 -2.063 -3.011  -0.200
C9 -0.697 -1.119 -0.876  -0.288
C10 -0.634 4.388 2.375  -0.048
H22 4.308 -1.282 2.196  0.066
H23 -0.819 -2.694 -2.958  0.057
F2 6.015 -4.796 0.409  0.115
C11 0.820 -1.602 3.530  -0.257
O1 0.227 1.752 -1.844  -0.040
H24 -0.043 5.195 2.820  0.127
H25 -1.766 -1.180 -1.074  0.056
H26 2.907 -0.964 -3.025  0.046
C12 -5.487 -1.838 2.004  -0.041
H27 -4.408 1.777 3.009  0.116
F3 3.796 -4.936 -0.261  0.029
H28 0.446 -4.771 -1.592  0.048
C13 0.559 1.206 -0.531  -0.405
C14 4.711 1.584 -0.563  -0.171
F4 4.831 -2.857 -0.055  0.034
C15 -3.898 1.376 -1.218  -0.325
H29 2.883 -2.430 -4.046  0.074
H30 -6.717 2.690 -2.681  0.128
H31 -0.047 -2.258 3.437  0.024
H32 -5.758 2.164 -0.461  0.111
P2 2.033 -1.963 2.260  0.654
C16 -5.742 0.109 3.431  -0.048
H33 0.394 -2.753 -4.285  0.068
C17 1.408 -4.479 -2.040  -0.201
C18 -0.126 -0.059 -0.157  -0.213
C19 -6.141 -1.184 3.054  -0.020
C20 -3.178 1.023 -2.405  -0.065
C21 2.512 -3.656 2.511  -0.224
C22 -4.978 1.988 -3.771  -0.029
H34 -3.940 -1.697 0.493  0.101
H35 -5.400 2.255 -4.740  0.127
C23 2.728 3.639 0.303  -0.151
C24 -4.237 0.181 1.557  -0.369
H36 5.492 2.326 -0.782  0.081
H37 -3.205 1.102 -4.555  0.118
C25 -1.488 2.110 2.433  -0.078
C26 3.058 2.922 -2.574  -0.150
C27 -0.709 3.131 2.974  -0.060
H38 3.256 4.551 -0.020  0.076
B1 5.047 -4.230 -0.437  -1.182
H39 3.275 -3.948 1.785  0.044
H40 -2.247 0.449 -2.366  0.074
H41 3.485 -0.592 -0.199  0.039
H42 0.524 -0.548 3.488  0.040
H43 -6.927 -1.684 3.606  0.123
Cl1 -0.623 -3.353 0.922  0.076
C28 2.410 -0.370 -0.246  -0.249
H44 -0.747 1.825 -1.974  0.081
C29 -5.715 2.253 -2.616  -0.043
H45 1.636 3.816 0.315  0.051
P3 -3.548 1.399 0.533  1.220
H46 1.495 -4.869 -3.061  0.077
C30 -5.189 1.947 -1.371  -0.097
C31 2.040 0.921 -0.519  -0.360
P4 1.456 -2.677 -2.161  0.755
C32 -2.191 2.341 1.228  -0.354

HOMO energy (alpha / beta) in eV: -12.961 / -13.904
LUMO (alpha / beta) in eV: -6.5 / -7.7
Multiplicity: 3
DFT total energy in eV: -99015.98694
Total charge: +2
HOMO-LUMO gap (alpha / beta) in eV: 6.489 / 6.196



2.
The following is a DFT calculation (the ωB97M-V functional and the def2-TZVPD basis) of a molecular structure, C32H46BrN3P2SV at a distorted geometry.

Each line ends with the Löwdin charge.
Cartesian coordinates (Å):
C1 -2.847 -0.332 1.281  -0.365
H1 -3.524 -2.299 -1.474  0.047
N1 2.256 -1.510 1.214  -0.023
C2 0.851 4.726 -0.287  -0.008
H2 -2.838 1.647 0.357  0.055
C3 0.652 0.711 -1.068  -0.261
H3 2.309 -1.940 -1.510  0.068
C4 4.459 -2.359 -1.659  -0.026
C5 4.449 -2.390 1.115  -0.417
C6 -3.824 -2.860 -2.367  -0.378
H4 -1.838 1.480 3.591  0.104
C7 1.784 1.119 -0.262  -0.147
H5 3.000 4.771 -0.460  0.132
H6 -1.817 -5.239 -5.164  0.089
H7 -2.893 -4.378 -0.127  0.097
H8 2.748 0.596 -0.306  0.141
H9 -2.710 -0.915 0.357  0.019
H10 -0.557 -4.059 -5.553  0.094
H11 -0.446 -4.491 -3.136  0.099
C8 2.205 6.754 -0.728  -0.192
C9 3.271 -2.082 0.400  -0.293
H12 -1.179 1.120 -2.127  0.134
H13 -1.272 2.106 2.035  0.077
C10 3.448 7.325 -1.084  0.027
H14 -0.561 -2.179 3.509  0.076
H15 -3.753 1.565 1.892  0.096
H16 -0.055 5.319 -0.420  0.121
H17 -4.419 0.842 0.423  0.102
C11 3.256 -2.108 -0.995  -0.031
H18 -1.301 3.456 -1.056  0.151
C12 2.644 -1.513 2.491  -0.607
P1 -2.756 -4.334 -2.535  1.200
C13 5.632 -2.680 0.444  -0.026
C14 -3.489 1.017 0.977  -0.110
C15 -0.486 2.764 -0.867  0.047
H19 6.540 -2.872 1.020  0.139
H20 2.385 -1.054 4.403  0.126
Br1 -0.578 -1.697 -1.285  0.634
N2 2.452 9.503 -1.325  0.119
H21 -0.961 -6.476 -1.324  0.084
C16 -1.832 -0.931 4.790  -0.092
H22 6.549 -2.909 -1.502  0.140
H23 -2.241 -2.187 3.069  0.098
H24 0.086 7.288 -0.432  0.109
H25 4.464 9.137 -1.710  0.133
H26 -2.108 -1.744 5.473  0.111
H27 0.809 2.541 2.873  0.072
C17 -1.037 1.395 2.841  -0.346
H28 -3.487 -0.927 1.949  0.102
H29 -2.699 -0.262 4.712  0.093
H30 -2.241 -3.535 -5.450  0.086
H31 -2.707 -6.755 -1.195  0.083
H32 1.022 0.912 3.523  0.032
C18 0.674 3.290 -0.240  -0.178
H33 0.920 -1.296 3.585  0.054
H34 0.184 2.145 4.479  0.106
C19 -1.445 -1.520 3.435  -0.347
P2 -1.185 -0.274 2.076  0.954
C20 1.735 2.485 0.169  0.037
C21 -2.130 -4.692 -0.859  -0.403
H35 -5.502 -4.031 -3.101  0.085
C22 -5.288 -3.308 -2.307  -0.128
C23 2.059 5.326 -0.453  0.052
H36 -1.065 -2.854 -3.384  -0.008
C24 5.629 -2.675 -0.959  -0.008
C25 -1.863 -6.198 -0.772  -0.131
N3 1.892 -0.990 3.521  0.104
H37 -5.971 -2.466 -2.433  0.092
V1 0.585 -0.433 0.494  0.632
C26 1.277 8.991 -0.955  -0.080
C27 0.315 1.755 3.459  -0.114
C28 -0.426 1.484 -1.424  -0.061
S1 4.242 -2.106 2.845  1.235
C29 -1.291 -3.914 -3.532  -0.420
C30 -1.495 -4.205 -5.013  -0.122
H38 0.441 9.692 -0.902  0.131
H39 -1.007 -0.373 5.254  0.089
C31 1.091 7.628 -0.678  0.016
H40 2.588 2.952 0.662  0.146
H41 -3.641 -2.216 -3.237  0.098
H42 -1.742 -6.521 0.265  0.090
H43 -5.519 -3.784 -1.350  0.084
C32 3.514 8.697 -1.388  -0.074
H44 -1.236 -4.078 -0.697  -0.001
H45 4.494 -2.303 -2.742  0.128
H46 4.354 6.718 -1.149  0.125

HOMO energy (alpha / beta) in eV: -17.544 / -17.544
LUMO (alpha / beta) in eV: -13.9 / -13.9
Multiplicity: 2
DFT total energy in eV: -163499.15750
Total charge: +4
HOMO-LUMO gap (alpha / beta) in eV: 3.634 / 3.628



Which of these has the lowest total charge?
C32H46BClF4OP4W